Density functional theory data (ωB97M-V/def2-TZVPD) for a structure of composition C14H14BrGaNO3.

Computed properties:
Orbital gap ... 8.1 eV
Total charge ... +1
Multiplicity ... 1

```
34
C14H14BrGaNO3 | the Open Molecules 2025 dataset | ωB97M-V/def2-TZVPD
Ga -0.282 0.031 0.234
Br 2.232 0.043 0.804
C 2.300 1.924 0.413
C 3.494 2.548 0.582
C 3.583 3.926 0.286
C 2.488 4.600 -0.164
C 1.244 3.944 -0.341
C 0.108 4.644 -0.816
C -1.083 4.007 -0.990
C -1.201 2.631 -0.692
C -0.134 1.909 -0.223
C 1.120 2.561 -0.045
H 4.362 2.008 0.932
H 4.530 4.432 0.416
H 2.552 5.655 -0.398
H 0.208 5.698 -1.044
H -1.944 4.549 -1.359
H -2.163 2.156 -0.841
N -3.294 -2.506 3.334
C -1.997 -1.765 3.463
C -1.885 -0.936 2.186
O -2.823 -0.978 1.396
O -0.793 -0.293 2.063
H -3.169 -3.513 3.257
H -3.669 -2.131 2.427
H -3.949 -2.315 4.089
H -1.168 -2.464 3.522
H -2.009 -1.131 4.344
C -0.993 -2.085 -1.969
C -0.635 -1.824 -0.538
O -0.539 -2.707 0.286
H -1.181 -3.146 -2.128
H -0.183 -1.743 -2.619
H -1.873 -1.495 -2.235
```

***

Density functional theory data (ωB97M-V/def2-TZVPD) for a structure of composition C14H14BrIN5O2SSc.

Computed properties:
Orbital gap ... 6.6 eV
Total charge ... +2
Multiplicity ... 1

```
39
C14H14BrIN5O2SSc | the Open Molecules 2025 dataset | ωB97M-V/def2-TZVPD
Sc -0.886 -1.311 -0.108
C -3.503 2.357 -1.407
C -2.544 1.382 -0.814
N -2.733 0.112 -0.783
N -3.901 -0.428 -1.215
C -4.246 -1.662 -0.760
N -5.421 -2.140 -1.120
S -3.218 -2.559 0.238
C -1.318 1.831 -0.112
C -0.999 3.165 0.063
C 0.122 3.506 0.813
C 0.888 2.502 1.376
C 0.507 1.188 1.159
N -0.562 0.851 0.432
H -4.013 1.947 -2.279
H -2.996 3.260 -1.735
H -4.256 2.651 -0.670
H -4.597 0.159 -1.651
H -6.076 -1.644 -1.704
H -5.688 -3.057 -0.793
H -1.613 3.949 -0.355
H 0.382 4.546 0.955
H 1.764 2.726 1.967
H 1.079 0.373 1.589
Br 4.987 -0.359 -2.532
C 4.729 -0.867 -0.735
C 5.828 -1.022 0.100
C 5.656 -1.403 1.420
C 4.384 -1.635 1.921
C 3.274 -1.488 1.102
C 3.465 -1.105 -0.212
I 1.778 -0.871 -1.543
H 6.818 -0.844 -0.298
H 6.521 -1.527 2.057
H 4.247 -1.944 2.949
H 2.292 -1.699 1.494
O -0.385 -3.186 -0.599
N 0.135 -3.400 0.522
O 0.101 -2.354 1.267
```

***

Density functional theory data (ωB97M-V/def2-TZVPD) for an isolated molecule of C14H14Cl2N2O2S.

Computed properties:
Orbital gap ... 9.7 eV
SMILES ... O=S(=O)(NCc1ccc(Cl)cc1)NCc1ccc(Cl)cc1
Multiplicity ... 1

```
35
C14H14Cl2N2O2S | the Open Molecules 2025 dataset | ωB97M-V/def2-TZVPD
O -0.676 -0.085 0.592
S -0.166 -1.420 0.555
O 0.490 -1.944 1.713
N 0.778 -1.584 -0.802
H 1.463 -2.311 -0.666
C 1.306 -0.382 -1.421
C 2.650 0.046 -0.890
C 2.896 0.039 0.479
C 4.127 0.428 0.975
C 5.119 0.831 0.095
C 4.892 0.847 -1.271
C 3.658 0.451 -1.755
H 3.480 0.461 -2.821
H 5.672 1.162 -1.946
Cl 6.660 1.317 0.708
H 4.314 0.420 2.037
H 2.118 -0.276 1.158
H 1.361 -0.546 -2.502
H 0.563 0.394 -1.216
N -1.339 -2.534 0.165
H -1.838 -2.806 0.999
C -2.206 -2.148 -0.935
C -3.106 -0.983 -0.615
C -4.043 -1.089 0.407
C -4.856 -0.022 0.739
C -4.733 1.166 0.037
C -3.810 1.291 -0.988
C -3.002 0.215 -1.306
H -2.277 0.313 -2.100
H -3.722 2.222 -1.524
Cl -5.745 2.504 0.444
H -5.580 -0.108 1.535
H -4.142 -2.018 0.951
H -1.537 -1.898 -1.759
H -2.798 -3.026 -1.211
```

***

Density functional theory data (ωB97M-V/def2-TZVPD) for a structure of composition C14H14ClNO2Re.

Computed properties:
Expectation value of S² ... 3.769
Orbital gap (spin up / spin down) ... 8.6 / 5.0 eV
Total charge ... +2
Multiplicity ... 4

```
33
C14H14ClNO2Re | the Open Molecules 2025 dataset | ωB97M-V/def2-TZVPD
Cl -3.568 1.471 -1.775
C 0.634 -1.657 -1.435
C 1.834 -0.913 -1.104
C 1.693 0.411 -1.617
H 2.681 -1.293 -0.535
C 0.401 0.518 -2.275
C -0.243 -0.779 -2.167
H -1.220 -0.999 -2.584
H 0.458 -2.709 -1.240
H 2.376 1.249 -1.503
C -0.161 1.738 -2.917
Re 0.073 -0.022 -0.189
C 0.350 -1.298 1.232
C -1.844 -0.265 0.172
O 0.533 -1.989 2.164
O -2.942 -0.338 0.543
H 0.214 2.648 -2.430
H -1.263 1.732 -2.862
H 0.165 1.743 -3.965
N 0.691 1.765 1.064
C 0.361 1.699 2.469
C 1.373 1.378 3.366
C 1.037 1.296 4.727
C -0.285 1.510 5.127
C -1.279 1.818 4.197
C -0.956 1.924 2.838
H 1.708 1.861 0.963
H 0.190 2.553 0.627
H 2.371 1.171 2.999
H 1.808 1.035 5.451
H -0.547 1.422 6.195
H -2.314 1.953 4.510
H -1.704 2.126 2.075
```

***

Max |F| (eV Å⁻¹)
0.35; 2.71; 0.96; 7.09